1.
Entry from the OMol25 dataset: 13 unconnected molecules or ions with the total composition C26H78O26 in a non-equilibrium geometry (the ωB97M-V functional and the def2-TZVPD basis).

Structure (ORCA input):
```
! RIJCOSX wB97M-V def2-TZVPD def2/J DEFGRID3
* xyz 0 1
C -19.512 19.005 -11.385
C -19.027 17.611 -11.647
O -19.185 17.173 -13.008
O -18.951 19.937 -12.308
H -19.227 19.262 -10.368
H -20.580 19.091 -11.598
H -19.554 16.914 -10.965
H -18.017 17.322 -11.314
H -18.323 16.950 -13.362
H -19.164 19.665 -13.203
C -14.204 17.071 -8.538
C -15.553 17.419 -9.093
O -15.510 17.353 -10.484
O -13.193 18.025 -8.881
H -13.947 16.047 -8.840
H -14.221 16.944 -7.445
H -15.945 18.386 -8.747
H -16.332 16.736 -8.736
H -15.006 18.075 -10.883
H -12.922 17.735 -9.782
C -15.219 20.030 -14.088
C -14.896 19.507 -15.464
O -13.587 19.944 -15.861
O -14.231 19.674 -13.143
H -16.151 19.557 -13.763
H -15.445 21.101 -14.061
H -15.609 19.945 -16.170
H -14.998 18.421 -15.434
H -13.063 19.187 -16.135
H -13.364 19.993 -13.469
C -13.542 12.689 -10.014
C -14.487 13.019 -8.894
O -15.518 13.881 -9.320
O -12.682 11.651 -9.519
H -13.018 13.578 -10.375
H -14.116 12.235 -10.837
H -13.925 13.458 -8.055
H -14.901 12.120 -8.417
H -15.851 14.262 -8.484
H -12.135 11.342 -10.246
C -10.187 16.295 -11.995
C -10.936 17.584 -11.696
O -12.269 17.280 -11.326
O -8.805 16.533 -12.303
H -10.706 15.750 -12.797
H -10.254 15.604 -11.137
H -10.927 18.143 -12.639
H -10.469 18.171 -10.910
H -12.744 16.954 -12.099
H -8.552 15.774 -12.838
C -11.819 22.046 -11.446
C -11.969 22.491 -12.857
O -11.968 21.341 -13.678
O -13.013 21.338 -11.056
H -11.719 22.814 -10.679
H -10.976 21.354 -11.324
H -11.168 23.179 -13.159
H -12.883 23.073 -13.013
H -11.445 21.458 -14.470
H -13.257 20.747 -11.785
C -18.696 20.677 -7.287
C -19.202 20.722 -5.877
O -19.492 19.421 -5.324
O -18.366 22.008 -7.626
H -19.481 20.205 -7.905
H -17.836 20.007 -7.443
H -20.107 21.332 -5.782
H -18.468 21.224 -5.230
H -19.632 19.639 -4.397
H -18.199 22.036 -8.575
C -10.561 19.652 -5.831
C -9.224 19.114 -5.480
O -8.247 20.128 -5.311
O -10.652 20.037 -7.178
H -10.855 20.496 -5.194
H -11.327 18.912 -5.550
H -8.914 18.382 -6.233
H -9.257 18.596 -4.520
H -7.790 20.270 -6.144
H -11.505 19.710 -7.493
C -14.459 15.077 -12.714
C -13.996 14.349 -13.942
O -12.565 14.547 -14.068
O -15.804 14.720 -12.410
H -14.462 16.163 -12.885
H -13.828 14.921 -11.833
H -14.595 14.654 -14.817
H -14.111 13.256 -13.967
H -12.261 14.346 -14.957
H -15.833 14.242 -11.571
C -13.817 22.380 -7.172
C -13.834 21.266 -8.189
O -14.322 20.089 -7.501
O -14.874 22.311 -6.194
H -13.768 23.368 -7.637
H -12.902 22.264 -6.568
H -12.831 21.059 -8.543
H -14.567 21.485 -8.968
H -14.136 19.282 -8.038
H -15.422 21.551 -6.437
C -19.618 15.967 -7.992
C -19.614 15.499 -6.571
O -19.937 14.104 -6.492
O -20.860 16.018 -8.699
H -18.847 15.397 -8.539
H -19.264 17.004 -8.062
H -20.230 16.130 -5.919
H -18.576 15.621 -6.237
H -20.197 13.907 -5.589
H -21.084 15.104 -8.914
C -15.686 18.648 -3.725
C -15.897 18.200 -5.148
O -16.439 16.875 -5.186
O -16.812 19.319 -3.170
H -14.794 19.301 -3.793
H -15.323 17.839 -3.078
H -14.908 18.243 -5.607
H -16.456 18.932 -5.742
H -17.307 16.888 -4.764
H -16.544 19.711 -2.334
C -14.984 13.230 -5.127
C -16.392 13.309 -5.719
O -16.491 14.427 -6.577
O -14.786 12.051 -4.279
H -14.737 14.127 -4.531
H -14.191 13.224 -5.885
H -17.071 13.334 -4.863
H -16.487 12.447 -6.378
H -16.306 15.285 -6.154
H -14.108 11.500 -4.668
*
```

## Properties
Lowest unoccupied orbital energy (eV): -0.08
Energy above the lowest of the compared OMol25 structures with the same formula, charge and spin (kJ/mol): 241.56
Orbital gap (eV): 9.3
HOMO level (Ha): -0.3463
Total energy (eV): -81454.66161


2.
Entry from the OMol25 dataset: 10 unconnected molecules or ions with the total composition C26H79N6O10 in a non-equilibrium geometry (the ωB97M-V functional and the def2-TZVPD basis).

Structure (ORCA input):
```
! RIJCOSX wB97M-V def2-TZVPD def2/J DEFGRID3
* xyz 1 1
O -6.748 -1.660 -29.603
H -6.125 -2.391 -29.282
H -7.269 -2.054 -30.323
H -6.094 -1.046 -30.052
O -5.436 -4.307 -31.803
H -4.963 -4.167 -30.929
H -5.981 -5.115 -31.842
H -5.957 -3.504 -31.988
C -3.121 -3.264 -27.883
C -4.044 -4.245 -28.591
O -5.289 -3.785 -29.019
H -2.446 -3.855 -27.253
H -3.533 -2.573 -27.147
H -2.474 -2.811 -28.637
H -4.120 -5.139 -27.952
H -3.504 -4.696 -29.442
C 0.458 -1.623 -27.568
C 0.063 -0.293 -28.239
C -0.265 -0.481 -29.712
O 0.788 -1.210 -30.397
C 0.817 -0.925 -31.769
N -1.151 0.090 -27.527
H 0.641 -1.563 -26.497
H 1.465 -1.882 -27.924
H -0.227 -2.417 -27.860
H 0.839 0.474 -28.228
H -0.640 0.411 -30.213
H -0.992 -1.306 -29.773
H -0.127 -1.201 -32.253
H 1.648 -1.496 -32.185
H 1.085 0.113 -31.997
H -1.775 -0.702 -27.429
H -0.989 0.374 -26.570
C -3.389 -3.848 -36.162
C -3.737 -3.547 -34.687
C -2.645 -4.045 -33.729
O -2.744 -5.433 -33.585
C -1.920 -5.870 -32.504
N -3.811 -2.061 -34.621
H -4.119 -3.236 -36.698
H -3.663 -4.854 -36.486
H -2.392 -3.569 -36.492
H -4.690 -3.966 -34.364
H -2.797 -3.582 -32.741
H -1.638 -3.770 -34.066
H -1.829 -6.951 -32.475
H -2.307 -5.449 -31.571
H -0.907 -5.468 -32.611
H -4.426 -1.757 -35.363
H -2.876 -1.706 -34.786
C -3.365 0.962 -32.329
C -3.987 0.235 -31.094
C -4.909 1.218 -30.339
O -5.398 0.462 -29.207
C -4.545 0.537 -28.068
N -4.806 -0.879 -31.643
H -2.386 0.517 -32.512
H -3.131 1.976 -31.991
H -4.017 1.009 -33.197
H -3.197 -0.014 -30.385
H -5.785 1.474 -30.936
H -4.345 2.066 -29.955
H -3.726 -0.171 -28.212
H -5.116 0.082 -27.257
H -4.139 1.486 -27.721
H -4.160 -1.230 -32.350
H -5.446 -0.319 -32.206
C -1.414 -8.318 -26.143
C -2.414 -7.325 -26.698
C -3.798 -7.901 -27.018
O -3.573 -8.965 -27.935
C -4.712 -9.786 -28.045
N -2.524 -6.187 -25.799
H -1.602 -8.544 -25.095
H -0.436 -7.857 -26.285
H -1.470 -9.187 -26.799
H -2.035 -6.947 -27.660
H -4.368 -7.106 -27.514
H -4.347 -8.119 -26.097
H -5.671 -9.252 -28.075
H -4.827 -10.350 -27.110
H -4.738 -10.483 -28.879
H -3.117 -5.493 -26.247
H -1.607 -5.763 -25.647
C -5.057 -3.181 -19.991
C -3.878 -3.509 -20.853
C -3.698 -2.388 -21.909
O -4.656 -2.560 -22.940
C -4.064 -2.517 -24.240
N -2.673 -3.667 -20.043
H -5.998 -3.188 -20.544
H -4.933 -2.193 -19.544
H -5.135 -3.951 -19.220
H -3.957 -4.424 -21.441
H -2.696 -2.421 -22.341
H -3.861 -1.394 -21.481
H -3.505 -1.611 -24.490
H -4.869 -2.597 -24.968
H -3.383 -3.367 -24.318
H -2.386 -4.601 -19.784
H -2.663 -3.177 -19.157
C -1.248 -5.719 -22.735
C -0.130 -4.678 -22.854
C 0.047 -4.147 -24.294
O 0.150 -5.211 -25.244
C 0.687 -4.792 -26.458
N -0.445 -3.539 -21.959
H -2.256 -5.360 -22.933
H -1.163 -6.041 -21.693
H -1.068 -6.631 -23.302
H 0.865 -5.044 -22.594
H 0.801 -3.361 -24.383
H -0.873 -3.653 -24.648
H 1.744 -4.506 -26.390
H 0.170 -3.884 -26.804
H 0.637 -5.535 -27.254
H 0.223 -3.502 -21.203
H -1.358 -3.783 -21.564
O -8.371 -3.971 -28.791
H -8.090 -3.714 -27.906
H -7.579 -4.356 -29.190
*
```

## Properties
Lowest unoccupied orbital energy (eV): -3.83
Energy above the lowest of the compared OMol25 structures with the same formula, charge and spin (kJ/mol): 125.45
Orbital gap (eV): 6.5
HOMO level (Ha): -0.3811
Total energy (eV): -57644.78087


3.
Entry from the OMol25 dataset: 16 unconnected molecules or ions with the total composition C26H86NO17 in a non-equilibrium geometry (the ωB97M-V functional and the def2-TZVPD basis).

Structure (ORCA input):
```
! RIJCOSX wB97M-V def2-TZVPD def2/J DEFGRID3
* xyz 1 1
C 23.170 31.734 32.151
O 21.878 31.271 32.127
C 21.794 30.154 31.179
C 20.382 29.791 30.779
N 20.241 28.605 29.904
H 20.391 29.018 28.943
H 20.840 27.818 30.183
C 19.051 27.749 29.774
C 19.278 26.639 28.856
O 18.134 25.815 28.660
C 18.429 24.705 27.877
H 23.132 32.605 32.892
H 23.531 32.253 31.183
H 23.695 30.991 32.706
H 22.146 29.273 31.778
H 22.459 30.419 30.111
H 19.785 30.591 30.630
H 19.984 29.495 31.861
H 18.351 28.358 29.452
H 18.814 27.512 30.802
H 20.082 25.981 29.442
H 19.622 27.097 27.835
H 17.562 24.331 27.630
H 19.062 23.932 28.310
H 18.759 25.006 26.941
C 17.063 22.721 30.305
C 17.565 22.025 31.647
O 18.839 22.619 31.948
H 16.054 22.445 30.022
H 17.721 22.698 29.333
H 16.860 23.844 30.482
H 17.600 21.022 31.696
H 16.686 22.275 32.383
H 19.003 22.522 32.845
C 18.679 29.731 26.543
C 20.082 30.249 26.333
O 20.802 29.919 27.450
H 18.177 29.796 25.656
H 18.064 30.327 27.162
H 18.623 28.599 26.648
H 19.790 31.303 26.215
H 20.344 29.791 25.482
H 21.632 30.451 27.763
C 15.227 25.994 31.804
C 14.202 25.757 30.633
O 12.908 25.535 31.219
H 16.327 26.074 31.468
H 14.983 25.170 32.497
H 14.868 27.042 32.321
H 14.479 24.870 29.985
H 14.113 26.717 29.997
H 12.637 26.379 31.629
C 21.495 32.488 37.032
C 22.239 32.365 35.617
O 23.520 31.652 35.839
H 21.315 31.570 37.538
H 20.473 32.996 36.947
H 21.808 33.135 37.729
H 22.331 33.247 35.042
H 21.673 31.572 34.906
H 23.423 30.580 35.904
C 16.366 29.451 31.444
C 16.176 30.801 30.865
O 17.072 30.854 29.814
H 15.574 29.278 32.317
H 17.478 29.238 31.876
H 16.009 28.575 30.984
H 16.238 31.573 31.621
H 15.043 30.907 30.490
H 17.030 31.639 29.358
C 23.589 27.955 28.485
O 22.934 27.239 29.493
H 23.259 27.443 27.481
H 24.516 27.573 28.281
H 23.573 29.135 28.276
H 23.370 27.461 30.157
C 25.925 28.981 31.408
O 25.285 27.640 31.317
H 25.299 29.656 31.114
H 26.910 29.123 31.121
H 26.047 29.114 32.568
H 25.463 27.042 31.974
C 22.693 28.512 35.005
O 22.667 29.074 36.359
H 21.847 28.808 34.284
H 22.581 27.469 34.994
H 23.544 28.621 34.269
H 22.474 28.231 36.885
C 21.421 22.674 29.313
O 20.889 23.499 30.401
H 21.948 21.747 29.587
H 22.251 23.363 28.633
H 20.469 22.238 28.773
H 20.157 23.058 30.488
C 20.817 22.746 25.224
O 20.246 21.494 25.426
H 20.188 23.516 25.016
H 21.455 22.607 24.424
H 21.395 22.982 25.938
H 19.264 21.663 25.418
C 22.836 32.572 26.800
O 23.181 31.413 27.525
H 23.588 33.269 26.606
H 22.162 33.157 27.296
H 22.323 32.370 25.917
H 24.078 31.689 27.915
C 19.960 33.925 30.241
O 19.629 35.180 30.092
H 19.637 33.340 30.998
H 20.997 33.940 30.107
H 19.545 33.302 29.403
H 18.865 35.349 30.645
C 15.994 25.725 25.270
O 16.959 24.726 24.887
H 14.963 25.450 25.455
H 15.912 26.523 24.413
H 16.280 26.176 26.340
H 17.662 25.267 24.603
C 20.653 26.600 24.453
O 19.296 26.397 24.619
H 20.911 27.472 23.881
H 21.258 25.651 24.002
H 21.032 26.928 25.450
H 18.852 26.855 23.852
C 20.452 25.964 32.960
O 21.186 26.570 32.007
H 19.942 26.563 33.492
H 21.148 25.240 33.578
H 19.930 25.389 32.381
H 22.059 26.001 31.886
*
```

## Properties
Lowest unoccupied orbital energy (eV): -1.87
Energy above the lowest of the compared OMol25 structures with the same formula, charge and spin (kJ/mol): 0.00
Orbital gap (eV): 9.4
HOMO level (Ha): -0.4152
Total energy (eV): -64626.78646


Question: Which formula does entry 1 have?
Answer: C26H78O26